Below is C73H73N13O4RuS as an isolated structure at a distorted geometry, with properties calculated with wB97M-V/def2-TZVPD.

Calculated values
Highest occupied orbital energy (alpha / beta) (eV): -7.8 / -9.4
Multiplicity: 6
HOMO-LUMO gap (alpha / beta) (eV): 4.489 / 4.880
Charge: +1

The geometry in XYZ format:
```
165
Properties=species:S:1:pos:R:3:forces:R:3
Ru 0.395 -0.162 -0.678 0.3 -0.3 -0.6
S -4.040 -2.262 -0.898 0.5 0.2 0.3
O 2.865 -6.298 -1.715 0.3 -0.1 0.1
O 3.754 -3.669 -3.053 0.0 0.1 -0.4
O 6.478 -0.285 -2.288 0.1 -0.2 -0.1
O -0.686 3.934 -4.210 0.1 -0.1 -0.3
N 1.481 -5.272 -3.093 0.5 0.6 -0.3
N -2.636 2.060 2.486 0.3 -0.2 0.1
N -0.470 0.600 3.922 -0.2 0.2 -0.3
N 0.921 -2.131 -0.812 0.1 0.2 -0.3
N 2.315 0.122 0.205 -0.3 0.2 -0.4
N 4.107 -3.718 -0.902 -0.6 0.5 0.2
N 0.516 1.795 -1.407 0.2 -0.7 0.0
N -1.804 -1.424 -0.002 0.2 0.5 -0.2
N -0.538 -0.456 -2.493 0.0 0.8 0.5
N 0.139 -0.298 1.998 -0.6 0.5 -0.3
N -2.541 4.703 -3.166 -0.3 0.3 0.2
N -1.796 1.335 0.570 0.4 -0.2 0.8
N 5.145 1.447 -1.955 -0.5 -0.4 0.0
C -2.047 -2.601 0.629 -0.4 -0.4 0.1
C -2.046 7.262 -4.342 0.2 -0.2 0.0
C 0.507 -0.307 4.200 0.3 -0.4 0.0
C 5.391 -5.204 2.252 0.0 0.1 0.0
C 1.831 -6.358 -2.359 -0.2 -0.2 0.0
C 3.668 -3.215 1.386 0.1 0.0 0.0
C 5.250 -4.968 0.896 -0.1 0.0 -0.1
C 3.756 5.323 -2.648 0.1 0.1 -0.1
C 6.006 -4.272 -2.509 0.1 -0.1 -0.3
C -3.430 2.548 1.492 -0.2 0.1 -0.4
C -0.665 0.576 2.575 0.5 -0.5 0.2
C 0.862 -0.856 3.002 0.1 0.0 0.6
C 0.308 -4.308 -0.780 -0.2 0.6 -0.1
C -0.511 -7.513 -2.599 0.1 0.0 -0.1
C -3.774 1.211 -3.353 -0.1 0.1 0.0
C -0.470 -3.951 -3.782 0.0 -0.4 -0.2
C -0.371 6.737 -2.532 0.0 0.0 -0.2
C 1.240 2.647 -0.659 -0.3 0.6 0.2
C 1.127 -8.171 -0.848 0.2 0.1 -0.2
C -5.116 1.438 -3.552 -0.1 0.0 -0.1
C 0.427 -5.021 -3.980 -0.4 -0.1 -0.3
C -4.712 3.774 -3.335 0.0 0.0 0.0
C 6.296 -3.744 -3.923 -0.2 0.0 0.1
C -2.763 -1.115 -0.811 -0.7 -0.3 -0.1
C -0.902 6.332 -3.913 0.3 0.0 -0.1
C 7.493 3.108 -1.174 0.0 -0.1 -0.1
C 0.253 -3.090 -1.511 0.2 -0.5 1.1
C 3.139 4.554 -1.689 0.1 -0.1 0.1
C 0.459 3.778 -0.352 0.1 -0.3 0.2
C 2.698 2.402 -0.559 -0.4 -0.3 0.3
C -1.565 -3.853 -4.652 -0.1 -0.1 0.1
C 6.055 -5.811 -2.522 -0.1 0.1 0.1
C -2.843 2.240 -3.105 -0.4 0.2 -0.2
C 5.222 3.509 -3.134 -0.2 0.0 -0.1
C 4.789 4.789 -3.408 0.0 0.0 0.1
C 4.356 -0.341 1.118 0.0 0.3 -0.2
C 1.129 -4.099 0.299 0.1 0.5 0.0
C -1.227 0.126 -4.575 0.2 -0.6 -0.2
C -0.688 2.395 -1.716 -0.4 0.2 -0.4
C -0.431 -1.558 -3.304 0.2 -1.4 0.3
C 7.675 1.717 -1.783 0.4 0.0 0.0
C -3.340 3.558 -3.179 -0.1 -0.4 -0.1
C -0.746 3.624 -1.013 0.0 -0.1 0.0
C -1.514 1.802 -2.688 0.7 -0.2 0.5
C 1.630 -8.650 -3.241 0.0 0.1 0.1
C 4.696 -4.445 3.177 0.0 -0.1 0.1
C 7.024 -3.633 -1.562 -0.2 0.0 0.0
C -5.602 2.737 -3.509 0.1 -0.1 0.1
C -0.716 -5.603 -6.036 -0.1 0.0 0.1
C -0.774 -1.160 -4.640 -0.2 0.7 -0.2
C 8.481 1.803 -3.089 -0.1 -0.1 0.1
C -2.900 2.086 0.322 -0.4 0.2 0.4
C -1.081 0.548 -3.226 0.1 0.1 0.3
C 0.227 6.416 -4.941 -0.1 -0.2 0.1
C -0.233 -2.865 -2.828 -0.3 1.4 -0.7
C -1.340 4.865 -3.809 0.0 0.4 -0.1
C 0.980 -7.640 -2.283 0.0 -0.2 0.1
C 0.313 -5.788 -5.135 0.1 0.1 0.0
C 6.401 0.908 -2.065 0.1 0.1 0.0
C -3.212 -3.204 0.275 -0.1 0.1 -0.1
C 2.701 -2.210 0.872 -0.1 0.5 -0.4
C 8.470 0.862 -0.777 -0.1 -0.1 -0.2
C 3.848 -3.441 2.742 0.0 -0.1 -0.1
C -1.696 -4.662 -5.762 0.0 -0.1 -0.1
C 1.556 -2.744 0.235 -0.2 -0.6 0.5
C -1.660 1.327 1.879 -0.5 0.4 -0.5
C 4.657 2.740 -2.121 -0.1 0.5 -0.2
C 4.575 -3.895 -2.172 0.1 0.1 0.0
C 4.392 0.936 0.656 -0.1 -0.3 0.2
C 3.532 3.230 -1.399 0.6 0.3 -0.3
C 4.389 -3.979 0.435 0.2 -0.1 0.4
C 3.115 1.211 0.059 0.1 0.0 0.5
C 3.071 -0.870 0.772 0.0 -0.5 0.2
H 2.191 -4.529 -3.027 0.0 -0.2 0.1
H 1.068 -6.535 -5.319 0.1 -0.1 0.0
H 6.726 3.106 -0.402 -0.1 0.1 0.1
H 6.952 -3.993 -0.542 0.1 0.0 0.1
H 0.850 -0.479 5.198 0.1 -0.1 0.2
H 1.595 -1.612 2.814 0.0 -0.1 0.1
H -1.152 6.696 -1.775 0.0 0.0 0.1
H 7.981 2.425 -3.829 0.0 0.1 -0.1
H -3.273 2.264 -0.663 -0.1 0.0 -0.3
H 2.696 -8.727 -3.036 0.1 0.0 0.0
H 6.887 -2.553 -1.563 0.1 0.1 0.0
H -1.629 8.227 -4.618 0.0 0.1 0.0
H -0.698 -7.238 -3.631 -0.1 -0.1 0.0
H -2.532 -4.534 -6.432 -0.1 0.0 0.0
H 7.086 -6.159 -2.534 0.1 0.0 0.0
H 9.446 1.305 -0.591 0.0 0.1 0.0
H -0.220 -5.208 -1.017 0.0 -0.2 -0.2
H -4.274 3.177 1.674 -0.2 0.1 0.1
H 0.991 5.676 -4.719 0.1 0.0 0.0
H 1.495 -8.354 -4.279 0.0 0.0 -0.1
H 2.329 4.986 -1.127 -0.1 0.0 0.0
H -5.079 4.791 -3.348 0.0 0.1 -0.1
H 8.611 0.808 -3.510 0.0 -0.1 0.0
H -0.988 -8.476 -2.425 0.0 -0.1 0.1
H 4.793 -4.650 4.231 0.1 0.0 0.1
H 5.239 5.355 -4.210 0.0 0.0 0.0
H -0.652 -1.751 -5.524 0.0 -0.2 -0.1
H -0.759 -6.195 -6.936 0.0 -0.1 -0.1
H -5.781 0.608 -3.729 -0.1 -0.1 0.0
H 7.934 0.795 0.168 0.0 0.0 0.1
H 2.179 -8.294 -0.603 0.0 0.0 0.1
H 5.547 -6.182 -3.410 0.0 -0.1 0.0
H 5.780 -5.588 0.195 0.0 -0.1 -0.1
H 0.732 4.594 0.293 0.1 0.1 0.0
H 0.626 -9.131 -0.747 -0.1 -0.1 0.0
H 7.231 3.856 -1.916 0.0 0.1 0.1
H -2.797 -0.214 -1.389 0.0 0.2 -0.1
H 3.310 -2.844 3.468 0.0 0.0 0.0
H -2.763 7.442 -3.542 -0.1 0.1 0.1
H 6.332 -2.656 -3.905 0.0 0.1 -0.1
H -2.572 6.860 -5.205 -0.1 0.0 -0.1
H 6.040 -6.001 2.582 0.1 -0.1 0.0
H -6.655 2.932 -3.637 -0.1 0.1 0.0
H 8.611 -0.143 -1.166 0.0 0.0 0.0
H 0.015 7.753 -2.572 0.0 0.1 0.0
H -2.772 2.193 3.476 0.0 0.0 -0.2
H 7.251 -4.123 -4.280 0.1 -0.1 0.1
H 1.177 -9.631 -3.111 -0.1 -0.1 0.0
H 1.417 -4.806 1.055 0.2 -0.2 0.0
H 5.511 -4.050 -4.611 0.1 0.0 0.0
H 9.462 2.231 -2.895 0.1 0.0 0.0
H -3.631 -4.123 0.631 0.0 -0.2 0.1
H 3.166 -3.344 -0.994 0.3 -0.2 -0.2
H 0.694 -7.473 -0.133 -0.1 0.1 0.1
H 4.438 0.719 -1.925 0.2 0.0 -0.1
H -3.059 5.553 -2.999 0.1 -0.1 -0.1
H -2.331 -3.119 -4.442 0.0 0.0 0.0
H -1.000 -6.786 -1.954 -0.1 0.1 0.0
H 3.420 6.332 -2.830 -0.1 0.1 0.0
H -0.918 1.197 4.602 0.1 -0.1 -0.2
H 8.432 3.415 -0.714 0.0 0.0 0.0
H 0.677 7.404 -4.927 0.0 0.2 0.0
H 8.026 -3.847 -1.930 0.1 0.0 0.0
H -1.341 -2.969 1.352 0.1 -0.1 0.1
H -0.154 6.221 -5.941 0.0 0.0 -0.1
H -3.422 0.192 -3.369 0.0 -0.1 0.1
H 5.192 1.644 0.735 0.2 0.2 0.0
H 5.135 -0.887 1.616 0.1 -0.1 0.1
H 5.539 -6.240 -1.667 0.0 -0.1 0.0
H -1.573 4.308 -0.984 0.0 0.0 -0.1
H 0.434 6.067 -2.238 0.1 0.0 0.1
H -1.578 0.747 -5.374 0.0 0.1 -0.2
H 5.990 3.055 -3.740 0.0 0.0 -0.1
```
Forces are in eV/Å.

These are the Löwdin partial charges, in e, on atoms 1 to 5: 1.535, 1.041, 0.062, 0.046, 0.066